(1)
Molecular formula: C22H22MoN5OS8
Method: DFT, the ωB97M-V functional and the def2-TZVPD basis

XYZ file:
```
59
Properties=species:S:1:pos:R:3:forces:R:3
Mo 1.691546 -0.661446 0.534981 0.45 -0.13 -0.53
C -1.773484 1.723690 -1.140018 0.01 -0.06 -0.06
C -0.804491 1.139776 -0.149352 -0.05 0.26 0.19
N -0.121686 0.081008 -0.446558 0.02 -0.13 -0.11
N -0.439095 -0.497282 -1.682111 -0.14 0.08 0.04
C -0.090655 -1.720066 -1.788091 0.30 -0.16 0.03
S 0.724672 -2.651727 -0.563355 -0.17 -0.14 -0.02
S -0.297848 -2.610756 -3.275477 -0.07 -0.07 -0.06
C -1.358855 -1.510915 -4.254281 0.02 0.08 0.00
C -2.824181 -1.785104 -4.071003 0.00 -0.04 0.00
C -3.405562 -2.908811 -4.653820 0.00 0.00 -0.01
C -4.750893 -3.184932 -4.476279 0.00 0.00 0.00
C -5.538918 -2.338819 -3.706654 -0.01 0.00 0.00
C -4.969760 -1.218119 -3.122737 -0.01 0.00 0.00
C -3.621231 -0.943819 -3.305295 0.01 0.03 0.03
C -0.681193 1.798354 1.158950 -0.04 -0.03 -0.10
C -1.461091 2.940545 1.430025 0.05 0.01 0.08
C -1.421743 3.586941 2.643823 -0.03 -0.02 -0.10
C -0.601581 3.091063 3.656335 0.03 -0.08 0.09
C 0.147068 1.957697 3.444218 -0.13 0.05 0.00
C 0.131725 1.310456 2.201688 0.10 -0.06 -0.05
O 0.904399 0.241148 2.089318 -0.31 0.14 0.38
H -1.610935 1.288258 -2.119012 -0.02 0.04 0.06
H -2.801417 1.530115 -0.826680 -0.01 0.02 0.01
H -1.634675 2.800130 -1.202175 0.01 0.03 0.02
H -1.097000 -0.489491 -3.982732 -0.01 -0.02 -0.04
H -1.058754 -1.679274 -5.288528 0.01 -0.01 -0.01
H -2.791704 -3.576679 -5.247513 0.01 0.00 0.00
H -5.185853 -4.062847 -4.936737 -0.01 -0.01 0.00
H -6.589988 -2.554093 -3.563705 -0.01 0.00 0.00
H -5.575250 -0.553254 -2.520165 -0.01 0.01 0.01
H -3.178601 -0.072092 -2.842141 0.01 0.00 0.00
H -2.104611 3.342874 0.663751 -0.02 0.01 -0.03
H -2.000447 4.486558 2.798766 -0.01 0.01 0.00
H -0.529328 3.611947 4.603009 0.00 0.00 -0.01
H 0.813667 1.561069 4.199658 0.00 0.01 -0.01
N 1.321879 -2.220560 2.198435 0.00 0.17 0.04
C 2.510816 -2.337475 3.060636 0.07 -0.23 0.24
C 3.726513 -2.424328 2.164186 -0.07 -0.04 -0.01
N 3.686292 -1.228508 1.324442 -0.01 0.11 -0.20
H 0.572083 -1.741727 2.686081 -0.04 -0.07 0.06
H 0.980394 -3.125983 1.896350 0.04 0.01 -0.08
H 2.443536 -3.210215 3.716573 -0.02 0.05 0.01
H 2.574096 -1.437576 3.674185 0.04 0.05 -0.05
H 3.666443 -3.315457 1.532219 0.03 0.02 0.00
H 4.648249 -2.471308 2.749397 -0.04 -0.02 0.04
H 4.321853 -1.281072 0.534149 0.00 0.01 0.01
H 3.970951 -0.403573 1.899954 0.01 -0.05 0.00
S 1.526079 6.186317 3.425805 0.03 -0.03 -0.03
C 2.159410 4.726065 2.940194 0.00 0.10 0.03
S 1.974218 4.065038 1.377617 -0.05 0.04 -0.04
C 2.787749 2.535079 1.628069 0.12 -0.07 0.06
C 3.330722 2.342384 2.860884 -0.05 -0.05 -0.02
S 4.192231 1.009169 3.547674 -0.02 0.00 -0.07
S 3.063672 3.684816 3.964451 0.02 0.01 0.01
S 2.886095 1.504811 0.206688 0.04 0.10 0.05
S 3.753275 -0.848619 -3.902197 -0.03 -0.01 0.11
C 3.133113 -0.766016 -2.412331 0.02 0.05 -0.13
N 2.678086 -0.713366 -1.333564 -0.05 -0.01 0.16
```
Positions in Å, forces in eV/Å.

Spin multiplicity = 3
Frontier orbital gap (spin up / spin down) = 6.0 / 5.9 eV
Highest occupied orbital energy (spin up / spin down) = -0.148 / -0.149 hartree
LUMO level (spin up / spin down) = 2.0170 / 1.8218 eV
Net charge = -1

(2)
Molecular formula: C36H26Cl2N4NiO9
Method: DFT, the ωB97M-V functional and the def2-TZVPD basis

XYZ file:
```
78
Properties=species:S:1:pos:R:3:forces:R:3
Ni 1.898233 1.107804 0.067796 0.45 -0.03 -0.39
Cl 2.959330 5.691364 1.501073 0.00 -0.01 0.00
C 3.239989 4.232601 2.414072 0.02 0.01 0.00
C 3.813128 4.350023 3.682668 0.01 0.03 0.00
C 4.047644 3.250952 4.458933 0.00 -0.04 0.00
Cl 4.760883 3.454178 6.049124 0.00 0.01 0.01
C 3.711523 1.959591 3.992019 -0.01 0.02 -0.01
C 3.887727 0.759305 4.716888 0.02 0.00 0.01
C 3.512190 -0.432685 4.164572 0.00 -0.03 0.00
C 2.955123 -0.441117 2.870724 0.08 0.10 0.01
N 2.784652 0.657228 2.184677 -0.05 -0.13 0.24
C 3.140913 1.848149 2.703189 -0.08 0.02 -0.11
C 2.880294 3.003097 1.843654 0.08 0.00 0.01
O 2.346035 2.895031 0.694524 -0.12 -0.17 0.07
H 4.067532 5.335409 4.049991 0.00 0.00 0.00
H 4.322836 0.800893 5.706912 -0.01 0.00 0.00
H 3.637752 -1.362632 4.703990 0.01 0.00 0.00
H 2.653603 -1.365312 2.385967 -0.02 -0.01 0.02
O 5.864079 -3.222182 -0.987503 0.00 -0.02 -0.17
C 5.058616 -2.316203 -1.063360 0.00 0.04 0.11
C 3.556395 -2.439931 -1.062833 -0.08 0.11 -0.11
O 2.904908 -3.462331 -1.276471 -0.11 -0.02 0.00
C 3.076352 -1.103210 -0.771435 -0.06 -0.12 0.01
C 4.133699 -0.163643 -0.758618 0.03 -0.10 0.03
O 3.898839 1.039236 -0.465567 -0.17 0.15 -0.05
C 5.383915 -0.835489 -1.146905 -0.04 -0.03 -0.08
O 6.448930 -0.354856 -1.493760 0.05 0.01 0.16
O 1.874101 -0.719759 -0.538684 -0.22 0.14 -0.03
C -3.607903 -1.107075 -3.772165 -0.01 0.01 -0.01
O -2.437444 -1.744607 -3.323705 -0.03 -0.02 -0.03
C -1.281144 -1.524337 -4.014180 -0.04 -0.02 -0.07
C -1.241436 -1.046008 -5.315722 -0.01 0.00 0.01
C -0.020481 -0.914617 -5.969864 0.01 0.00 0.00
C 1.148847 -1.264241 -5.319903 0.01 -0.01 0.00
C 1.107638 -1.712212 -4.005047 -0.05 -0.04 0.08
C -0.095607 -1.832799 -3.320940 0.05 -0.07 -0.03
N -0.176756 -2.317569 -2.010000 0.22 -0.10 -0.04
C -0.664137 -1.553902 -0.946072 -0.38 0.00 0.21
N -1.093528 -0.296045 -1.253785 0.57 0.29 -0.27
C -1.110738 0.850915 -0.404666 -0.28 0.02 0.29
C -0.012179 1.379191 0.298924 -0.23 0.02 -0.19
C -0.346472 2.411312 1.203357 0.04 -0.04 0.03
C -1.611441 2.940036 1.337190 0.00 0.04 0.03
C -2.653657 2.489109 0.536986 -0.06 0.01 -0.03
C -2.388261 1.447319 -0.327709 0.04 -0.13 0.12
O -3.348519 0.902945 -1.159525 0.01 0.05 -0.05
C -4.650722 1.404337 -1.038667 0.01 -0.04 0.04
N -0.706852 -2.107408 0.210296 -0.01 0.10 -0.07
C -1.503379 -1.561337 1.209595 0.07 0.07 0.00
C -0.965518 -1.076863 2.398410 0.04 -0.02 0.00
C -1.768648 -0.638289 3.441914 -0.02 0.01 -0.01
C -3.147414 -0.677103 3.319178 0.02 -0.02 0.01
C -3.716016 -1.150642 2.139853 0.00 -0.02 0.00
C -2.908760 -1.581425 1.097517 -0.06 0.03 0.00
O -3.418517 -2.035738 -0.092642 0.08 -0.19 0.04
C -4.706718 -2.585518 -0.068884 -0.03 0.09 -0.02
H -4.341610 -1.242280 -2.980044 0.00 0.01 0.00
H -3.983698 -1.552169 -4.700836 0.00 0.00 0.00
H -3.444557 -0.035768 -3.926155 0.00 0.00 0.01
H -2.159131 -0.794282 -5.829750 -0.01 0.01 0.00
H 0.004770 -0.538801 -6.985330 0.00 0.00 0.00
H 2.105049 -1.166251 -5.817638 0.00 0.00 0.00
H 2.019341 -1.965759 -3.485395 0.10 -0.02 0.12
H 0.590350 -2.910779 -1.705638 0.08 0.05 0.01
H -1.346050 -0.123522 -2.211340 0.12 0.01 0.10
H 0.429214 2.843106 1.817531 -0.02 -0.02 -0.01
H -1.790565 3.735363 2.053038 0.00 0.00 0.00
H -3.639129 2.924724 0.619918 -0.01 0.01 0.00
H -5.260229 0.857717 -1.758718 0.00 0.00 0.00
H -4.702878 2.475184 -1.266882 -0.01 0.00 -0.01
H -5.052269 1.240556 -0.031802 0.00 0.01 0.01
H 0.113609 -1.022612 2.469193 0.00 -0.02 0.00
H -1.308592 -0.253014 4.343933 -0.01 0.01 0.00
H -3.785270 -0.340138 4.127686 0.00 0.02 -0.01
H -4.793720 -1.173267 2.032738 0.00 0.01 0.01
H -4.815767 -3.159714 -0.989108 -0.01 0.01 0.00
H -5.486306 -1.812268 -0.042231 0.00 0.00 0.01
H -4.846057 -3.248994 0.791462 0.00 -0.01 0.00
```
Positions in Å, forces in eV/Å.

Frontier orbital gap (spin up / spin down) = 5.6 / 5.6 eV
Highest occupied orbital energy (spin up / spin down) = -0.065 / -0.065 hartree
LUMO level (spin up / spin down) = 3.7992 / 3.7992 eV
Net charge = -2

The following maximum force values (in hartree/bohr) correspond, in order, to the records above: 0.014; 0.014.
The following relative energy (zero: lowest compared OMol25 entry of this formula, charge and spin) values (in eV) correspond, in order, to the records above: 0.0000; 0.2621.